14
Properties=species:S:1:pos:R:3 method="wB97M-V/def2-TZVPD" charge=0 e_lumo_ev=0.1 smiles="C[C@H](C#N)CC=O" e_homo_ev=-10.14 total_energy_ev=-8833.222 fmax_ha_per_bohr=0.044
C 0.624 0.526 1.435
C 0.894 0.022 0.028
C 0.927 1.369 -1.163
N 0.356 1.732 -2.118
C -0.210 -0.753 -0.686
C -1.590 -0.929 -0.127
O -2.022 -0.479 0.907
H -0.167 1.268 1.373
H 1.537 0.967 1.835
H 0.255 -0.238 2.135
H 1.868 -0.455 -0.082
H -0.342 0.031 -1.422
H 0.134 -1.607 -1.277
H -2.264 -1.455 -0.838



14
Properties=species:S:1:pos:R:3 method="wB97M-V/def2-TZVPD" charge=0 e_lumo_ev=0.5 e_homo_ev=-8.00 total_energy_ev=-8831.647 fmax_ha_per_bohr=0.009
C -0.435 0.908 2.255
C -0.104 0.368 0.905
C 1.031 -0.042 0.298
C 0.517 -0.423 -1.025
N 1.204 -1.142 -2.015
C -0.899 -0.181 -1.075
O -1.293 0.301 0.069
H -0.901 1.897 2.191
H 0.491 0.991 2.825
H -1.123 0.251 2.800
H 0.204 0.685 -1.457
H 2.158 -1.274 -1.699
H 0.775 -2.041 -2.201
H -1.626 -0.298 -1.871



14
Properties=species:S:1:pos:R:3 method="wB97M-V/def2-TZVPD" charge=0 e_lumo_ev=0.2 e_homo_ev=-8.59 total_energy_ev=-8833.267 fmax_ha_per_bohr=0.021
C -1.352 0.610 0.671
C 0.021 -1.721 -0.830
N 0.154 -1.335 0.422
C 0.094 0.134 0.724
C 0.896 0.669 -0.452
C 0.611 -0.448 -1.497
O 1.186 -0.558 -2.548
H -1.441 1.664 0.964
H -1.988 0.004 1.319
H -1.750 0.507 -0.346
H 0.489 -1.990 1.109
H 0.496 0.364 1.714
H 1.975 0.738 -0.233
H 0.579 1.640 -0.833



14
Properties=species:S:1:pos:R:3 method="wB97M-V/def2-TZVPD" charge=0 e_lumo_ev=1.1 e_homo_ev=-9.53 total_energy_ev=-8832.805 fmax_ha_per_bohr=0.044
C -0.466 0.666 2.478
N 0.370 -0.124 1.596
C 0.135 -0.139 0.371
O -0.873 0.450 -0.416
C -0.459 -0.399 -1.537
C 0.905 0.094 -1.960
C 0.720 -0.849 -0.784
H -0.756 0.048 3.334
H 0.124 1.504 2.865
H -1.369 1.057 1.995
H -1.227 -0.823 -2.153
H 0.581 1.108 -2.047
H 1.452 -0.357 -2.782
H 1.103 -1.854 -0.849



14
Properties=species:S:1:pos:R:3 method="wB97M-V/def2-TZVPD" charge=0 e_lumo_ev=0.8 smiles="CC1=CNC(=O)C1" e_homo_ev=-8.40 total_energy_ev=-8836.123 fmax_ha_per_bohr=0.007
C -1.863 0.654 -0.412
C -0.451 0.291 -0.072
C 0.552 1.058 0.369
N 1.737 0.311 0.538
C 1.564 -0.991 0.107
O 2.434 -1.823 -0.035
C 0.057 -1.131 -0.098
H -2.014 0.723 -1.498
H -2.163 1.613 0.020
H -2.547 -0.122 -0.046
H 0.549 2.117 0.600
H 2.653 0.700 0.706
H -0.314 -1.665 0.793
H -0.195 -1.734 -0.973



14
Properties=species:S:1:pos:R:3 method="wB97M-V/def2-TZVPD" charge=0 e_lumo_ev=0.7 e_homo_ev=-9.13 total_energy_ev=-8830.108 fmax_ha_per_bohr=0.072
O -1.520 -1.076 -2.084
C -0.864 -0.137 -1.752
C -0.249 0.023 -0.364
C 0.557 1.168 0.217
N 0.704 0.113 1.304
C 0.869 -0.891 0.231
C -0.909 -0.064 1.071
H -0.673 0.659 -2.502
H 1.532 1.424 -0.197
H -0.029 2.060 0.477
H 1.885 -0.850 -0.181
H 0.587 -1.907 0.534
H -1.281 -1.082 1.272
H -0.609 0.561 1.975



14
Properties=species:S:1:pos:R:3 method="wB97M-V/def2-TZVPD" charge=0 e_lumo_ev=0.9 smiles="C#CCCNC=O" e_homo_ev=-9.85 total_energy_ev=-8834.517 fmax_ha_per_bohr=0.009
C 2.572 1.175 -0.237
C 1.823 0.237 -0.342
C 0.875 -0.878 -0.445
C -0.262 -0.765 0.581
N -1.006 0.468 0.453
C -2.244 0.508 -0.107
O -2.873 -0.464 -0.477
H 3.257 1.991 -0.158
H 1.405 -1.826 -0.293
H 0.448 -0.903 -1.454
H -0.976 -1.577 0.427
H 0.144 -0.844 1.596
H -0.525 1.338 0.632
H -2.640 1.539 -0.177



14
Properties=species:S:1:pos:R:3 method="wB97M-V/def2-TZVPD" charge=0 e_lumo_ev=0.9 smiles="C=C=CC.N=C=O" e_homo_ev=-9.16 total_energy_ev=-8832.804 fmax_ha_per_bohr=0.030
C 1.535 1.519 0.621
C 0.582 0.856 0.058
C -0.516 0.416 -0.500
C -1.766 0.116 0.274
H 1.002 2.467 0.621
H 2.540 1.409 1.022
H -0.596 0.493 -1.579
H -2.385 1.017 0.254
H -1.549 -0.139 1.316
H -2.315 -0.710 -0.182
N 1.554 -1.409 -0.113
C 0.423 -1.609 -0.590
O -0.526 -2.118 -1.062
H 2.016 -2.311 -0.141



14
Properties=species:S:1:pos:R:3 method="wB97M-V/def2-TZVPD" charge=0 e_lumo_ev=1.0 e_homo_ev=-9.81 total_energy_ev=-8835.005 fmax_ha_per_bohr=0.009
H 2.630 -1.651 -0.040
N 1.691 -1.811 0.322
C 1.017 -0.743 0.306
O 1.478 0.466 -0.125
C 0.399 1.400 -0.294
C -0.853 0.734 0.250
C -1.330 -0.470 -0.507
C -0.421 -0.634 0.677
H 0.340 1.624 -1.364
H 0.638 2.321 0.240
H -1.549 1.320 0.840
H -0.907 -0.651 -1.492
H -2.365 -0.778 -0.390
H -0.766 -1.127 1.577



14
Properties=species:S:1:pos:R:3 method="wB97M-V/def2-TZVPD" charge=0 e_lumo_ev=0.7 e_homo_ev=-9.79 total_energy_ev=-8834.796 fmax_ha_per_bohr=0.022
C -1.195 -1.326 0.189
C -0.573 0.076 0.143
C -1.478 1.003 -0.539
N -2.234 1.741 -1.008
C 0.790 -0.065 -0.472
C 1.926 0.413 0.008
O 1.978 1.428 0.903
H -2.190 -1.303 0.637
H -0.531 -1.969 0.773
H -1.277 -1.738 -0.823
H -0.461 0.474 1.160
H 0.939 -0.836 -1.204
H 2.873 -0.026 -0.295
H 1.432 2.129 0.529



14
Properties=species:S:1:pos:R:3 method="wB97M-V/def2-TZVPD" charge=0 e_lumo_ev=0.2 smiles="C=C(C)C#N.C=O" e_homo_ev=-9.94 total_energy_ev=-8833.603 fmax_ha_per_bohr=0.024
C -0.505 -1.130 0.170
C -0.683 0.123 -0.234
C -2.010 0.707 0.186
C 0.055 0.696 -1.333
N 0.634 1.176 -2.217
H -1.041 -1.449 1.059
H 0.007 -1.863 -0.416
H -2.040 1.112 1.198
H -2.733 -0.115 0.121
H -2.297 1.446 -0.554
C 2.657 -0.169 0.506
O 2.509 -1.329 0.213
H 2.903 0.604 -0.247
H 2.542 0.190 1.548



14
Properties=species:S:1:pos:R:3 method="wB97M-V/def2-TZVPD" charge=0 e_lumo_ev="0.4 / -1.0" e_homo_ev="-8.53 / -7.39" total_energy_ev=-8831.240 fmax_ha_per_bohr=0.095
C 2.033 0.250 0.099
C -0.247 0.474 -0.945
C -1.064 1.416 -0.085
C 0.890 -0.438 -0.232
C 0.471 -1.568 0.497
N 2.903 0.972 0.295
O -1.943 0.931 0.753
H -0.977 0.132 -1.663
H 0.475 1.075 -1.528
H -0.766 2.409 0.355
H 1.265 -2.237 0.775
H -0.073 -2.159 -0.194
H -0.373 -1.408 1.321
H -2.595 0.151 0.553



Relative energy (zero: lowest compared OMol25 entry of this formula, charge and spin) values (in kJ/mol) by entry order: 287.57; 439.61; 283.29; 327.88; 7.69; 588.04; 162.68; 327.96; 115.61; 135.76; 250.86; 478.88.